ORCA calculation (wB97M-V/def2-TZVPD) on an isolated molecule of C4H6OS at a distorted geometry.

Calculated values
Kohn-Sham gap (spin up / spin down), eV: 8.3 / 8.3
HOMO energy (spin up / spin down), eV: -8.13 / -8.13
Relative energy (zero: lowest compared OMol25 entry of this formula, charge and spin), kcal per mole: 95.9

XYZ file:
```
12
Properties=species:S:1:pos:R:3:forces:R:3
C 2.723045 -0.029522 0.107265 -2.46 2.09 -0.78
C 0.852113 1.169068 -0.160429 2.80 -1.79 2.02
C 0.523892 -0.189390 0.520808 -0.08 0.40 -3.98
C -0.671088 -0.848219 -0.271041 1.14 0.22 -0.03
O 1.851548 -0.867587 0.620642 0.24 0.06 -0.88
S 4.276289 0.161106 -0.159697 -0.91 -0.49 0.34
H 0.804294 2.047595 0.468275 0.36 -0.03 0.51
H 0.426336 1.478201 -1.093684 -0.08 -0.75 -0.79
H 0.256901 -0.220383 1.502955 -0.95 0.72 2.78
H -1.306660 0.078355 -0.359015 -0.12 -1.35 0.47
H -1.084197 -1.707974 0.346834 0.12 1.10 -1.28
H -0.439260 -1.075363 -1.364376 -0.06 -0.17 1.61
```
Positions in Å, forces in eV/Å.



ORCA calculation (wB97M-V/def2-TZVPD) on a structure of composition C48H54N4NiOP2S at a distorted geometry.

Calculated values
Expectation value of S²: 2.0101
Total charge: +2
Kohn-Sham gap (spin up / spin down), eV: 8.5 / 8.5
HOMO energy (spin up / spin down), eV: -13.14 / -13.57
2S+1: 3

XYZ file:
```
111
Properties=species:S:1:pos:R:3:forces:R:3
Ni 0.622545 -0.024045 0.246187 0.37 1.15 0.58
O 0.315928 -3.051174 1.436599 0.45 -0.37 1.03
S 0.066501 -2.203545 0.283503 -1.21 -1.54 -1.16
C -1.710725 -2.339523 -0.076045 0.25 0.62 0.02
C -2.285738 -3.589592 -0.230639 0.08 -0.16 -0.02
C -3.637407 -3.688557 -0.519473 0.21 0.01 0.00
C -4.403230 -2.539165 -0.655539 -0.07 0.12 0.01
C -3.833413 -1.292802 -0.469446 0.15 -0.15 -0.01
C -2.474132 -1.179356 -0.169570 0.00 0.17 -0.02
P -1.754923 0.461690 0.190074 -0.74 0.02 0.05
C -2.717911 1.548019 -0.930767 0.24 -0.02 -0.13
C -3.268738 2.765752 -0.536229 0.07 -0.17 0.08
C -4.064299 3.480180 -1.416441 -0.04 0.09 -0.07
C -4.316885 2.998402 -2.690909 0.05 0.01 0.00
C -3.743361 1.805476 -3.100387 0.00 0.04 -0.07
C -2.936605 1.098788 -2.231429 0.12 0.01 0.16
C -2.533936 0.851619 1.796392 0.26 -0.02 -0.03
C -3.524199 0.084040 2.400925 0.08 0.11 -0.15
C -4.149307 0.547876 3.547693 -0.04 0.02 0.13
C -3.790798 1.765798 4.102448 -0.01 -0.11 0.01
C -2.769583 2.509631 3.530023 0.02 0.12 0.04
C -2.137917 2.047687 2.392880 -0.02 -0.19 -0.07
C 0.734687 -3.081255 -1.158682 0.11 0.67 -0.16
C 0.968396 -4.445911 -1.117766 -0.13 -0.11 0.30
C 1.488363 -5.083247 -2.233063 -0.05 0.10 0.08
C 1.781217 -4.352192 -3.375258 0.03 0.02 -0.11
C 1.585050 -2.985120 -3.398921 0.04 -0.05 0.16
C 1.079852 -2.332816 -2.276896 0.16 0.10 0.06
P 0.682146 -0.546545 -2.347983 0.30 -0.48 -1.00
C -0.463030 -0.878254 -3.767217 -0.33 0.20 -0.01
C -0.098993 -0.644366 -5.090670 -0.06 0.15 0.11
C -0.869402 -1.150773 -6.124215 -0.12 -0.10 -0.12
C -2.023977 -1.868442 -5.862989 0.04 0.04 -0.01
C -2.400679 -2.093123 -4.548256 0.02 -0.09 0.07
C -1.609204 -1.630876 -3.513254 0.06 0.05 -0.02
C 2.024534 0.277197 -3.287942 -0.10 0.03 0.17
C 3.303042 -0.218528 -3.526783 -0.13 0.06 0.03
C 4.214298 0.543272 -4.244223 0.08 0.03 -0.04
C 3.865507 1.787961 -4.740480 -0.04 -0.01 0.06
C 2.583405 2.274593 -4.531708 0.01 0.05 0.04
C 1.671697 1.524708 -3.814800 0.05 -0.12 0.14
H -1.677885 -4.475209 -0.131932 0.04 -0.14 0.00
H -4.090693 -4.658082 -0.652109 -0.02 -0.12 0.00
H -5.453817 -2.611332 -0.893000 -0.09 -0.04 -0.02
H -4.434982 -0.399206 -0.555860 -0.06 0.01 0.00
H -3.112583 3.149169 0.460559 -0.05 0.01 0.04
H -4.507762 4.411085 -1.097493 -0.02 0.09 0.04
H -4.952105 3.550527 -3.364056 -0.10 0.08 -0.06
H -3.931972 1.409479 -4.086657 -0.01 0.02 -0.13
H -2.502051 0.168404 -2.553533 -0.08 0.02 -0.05
H -3.833887 -0.860382 1.980464 0.01 -0.05 -0.01
H -4.931536 -0.043405 4.000155 -0.05 -0.03 0.05
H -4.304665 2.132045 4.977989 -0.03 0.03 0.09
H -2.482817 3.457534 3.957793 0.05 0.11 0.09
H -1.332568 2.609548 1.940221 -0.01 0.15 0.04
H 0.762875 -4.991901 -0.210188 -0.05 -0.11 0.12
H 1.665193 -6.147041 -2.219142 -0.01 -0.10 0.07
H 2.158443 -4.845852 -4.257863 0.08 -0.09 -0.03
H 1.809306 -2.420244 -4.293224 0.00 -0.02 -0.03
H 0.784182 -0.080884 -5.347312 0.03 -0.04 0.02
H -0.548136 -0.995701 -7.142691 -0.01 0.07 -0.10
H -2.616188 -2.263362 -6.673925 -0.06 0.00 -0.07
H -3.297969 -2.650020 -4.323305 -0.06 -0.08 0.01
H -1.878526 -1.869679 -2.494328 -0.07 -0.07 -0.02
H 3.601523 -1.197794 -3.179940 -0.01 -0.04 0.00
H 5.204732 0.158126 -4.422563 0.14 -0.09 -0.03
H 4.582036 2.372145 -5.296599 0.07 0.04 -0.05
H 2.291457 3.235985 -4.924300 -0.02 0.09 -0.09
H 0.657510 1.887707 -3.695880 -0.01 0.08 -0.01
C 1.595174 2.833175 1.435316 -0.05 -0.01 0.32
N 1.521308 1.991047 0.239386 -0.06 -0.21 -0.22
C 0.811532 2.765237 -0.782946 -0.10 0.13 -0.27
C 2.893489 1.681835 -0.197049 0.34 -0.20 0.02
C 3.564938 0.669570 0.730366 -0.12 0.43 -0.20
N 2.824947 -0.605370 0.783700 -0.12 0.18 -0.27
C 3.361402 -1.502239 -0.237730 0.27 -0.25 -0.24
C 3.029076 -1.265560 2.076707 -0.06 -0.18 0.31
H 2.176713 3.737659 1.224555 -0.06 0.00 -0.05
H 2.070591 2.306963 2.255683 0.02 -0.02 0.01
H 0.596217 3.120780 1.751492 0.03 0.00 0.02
H 1.395054 3.632739 -1.108782 0.02 0.02 0.03
H -0.136770 3.113389 -0.375800 -0.01 0.01 -0.02
H 0.597650 2.142325 -1.646684 0.02 0.08 0.07
H 3.499992 2.599826 -0.212422 -0.07 -0.09 -0.10
H 2.852669 1.287302 -1.214758 0.03 0.08 0.05
H 3.632997 1.081219 1.736999 0.01 -0.05 0.00
H 4.590305 0.511149 0.376302 -0.03 -0.04 0.11
H 4.429519 -1.700101 -0.071517 -0.07 0.11 0.02
H 3.242873 -1.055016 -1.221140 0.02 -0.06 0.08
H 2.846122 -2.460084 -0.210911 0.08 0.08 0.01
H 4.062856 -1.608305 2.188247 0.05 0.07 -0.08
H 2.368140 -2.126503 2.162684 0.00 0.01 -0.01
H 2.811971 -0.579232 2.886979 0.02 0.03 0.05
N 0.352598 0.227202 2.269070 0.41 -0.16 0.45
C 0.634880 0.278300 3.394151 -0.37 -0.09 -1.08
N 0.966454 0.375428 4.629306 0.07 0.12 0.42
C 0.363483 -0.467160 5.649339 -0.40 -0.50 0.60
C -0.249921 0.392844 6.762777 -0.01 0.09 -0.10
C 0.498528 1.723499 6.904664 0.13 -0.09 0.11
C 1.966894 1.536974 6.536885 -0.22 0.13 -0.07
C 2.060708 1.255905 5.038714 0.69 0.38 0.07
H 1.141861 -1.119751 6.058242 -0.07 0.02 -0.12
H -0.389367 -1.097858 5.175000 0.10 -0.01 0.02
H -0.189962 -0.164316 7.697115 -0.05 -0.06 0.00
H -1.302254 0.584141 6.557227 -0.05 -0.06 0.01
H 0.409538 2.091770 7.924313 -0.06 0.07 -0.01
H 0.064831 2.476568 6.241776 -0.04 0.04 0.04
H 2.400199 0.718731 7.113698 0.04 0.00 0.00
H 2.539223 2.437104 6.761457 0.07 -0.08 -0.04
H 3.027775 0.797508 4.791564 -0.12 0.06 -0.03
H 1.969874 2.196162 4.485999 -0.01 -0.09 0.06
```
Positions in Å, forces in eV/Å.



ORCA calculation (wB97M-V/def2-TZVPD) on a structure of composition C22H36As2HfN4S2 at a distorted geometry.

Calculated values
Total charge: +4
Kohn-Sham gap, eV: 7.1
HOMO energy, eV: -20.29

XYZ file:
```
67
Properties=species:S:1:pos:R:3:forces:R:3
Hf -0.053964 0.036072 0.015070 1.00 0.93 0.42
N 1.889057 -0.023221 1.452127 -0.46 0.00 -0.03
C 2.155360 0.823175 2.682127 -0.05 0.33 0.09
C 2.156681 2.327671 2.402889 -0.22 -0.03 0.06
C 0.851439 3.067670 2.708845 0.07 -0.10 -0.11
C -0.278184 2.905126 1.706700 0.22 0.14 0.04
N -0.874843 1.503358 1.717151 0.12 -0.09 -0.44
H 2.046178 -0.985857 1.759252 -0.05 -0.11 -0.14
H 2.680456 0.168866 0.840605 0.00 -0.04 -0.10
H 3.131631 0.527978 3.065473 -0.03 -0.11 -0.02
H 1.420153 0.570560 3.446710 0.00 -0.06 -0.02
H 2.473078 2.524388 1.370650 0.07 0.01 0.01
H 2.921724 2.773071 3.038683 0.07 -0.04 -0.05
H 1.071922 4.135085 2.759678 -0.04 0.01 -0.02
H 0.496040 2.798847 3.709713 0.00 0.03 0.01
H 0.069310 3.127188 0.693487 -0.02 0.00 0.00
H -1.063009 3.619874 1.952116 -0.10 -0.08 -0.08
H -1.885777 1.623875 1.646447 -0.04 -0.12 -0.10
H -0.758608 1.161956 2.672184 0.07 -0.19 -0.04
C -2.675052 -3.086599 1.798873 -0.15 0.31 -0.15
As -1.062537 -1.979548 1.647043 -0.17 -1.20 0.26
C -0.573518 -1.983780 3.539734 0.03 0.22 -0.04
C 0.143535 -3.204957 0.697007 -0.07 0.37 0.00
C 0.911439 -4.139557 1.389415 0.06 0.03 0.19
C 1.643170 -5.101391 0.707073 -0.01 0.02 -0.05
C 1.600038 -5.148805 -0.682732 -0.03 0.02 0.00
C 0.842721 -4.221581 -1.384899 -0.02 0.06 -0.10
C 0.116117 -3.240403 -0.713119 -0.06 0.27 -0.17
As -0.897737 -1.915240 -1.754485 -0.36 -1.24 -0.03
C -2.683519 -2.694517 -1.976483 0.00 0.33 0.11
C -0.262453 -2.082415 -3.589482 0.13 0.39 0.08
H -2.369283 -3.995218 2.317107 0.14 0.05 0.02
H -3.091806 -3.355042 0.832472 0.08 0.06 -0.01
H -3.423664 -2.566475 2.394628 0.02 0.04 -0.02
H -0.344301 -2.995913 3.869844 -0.01 -0.05 -0.14
H -1.465108 -1.663097 4.080983 0.01 0.05 -0.03
H 0.252558 -1.326632 3.802352 0.03 -0.02 -0.09
H 0.922495 -4.149639 2.472709 0.04 0.01 -0.01
H 2.226919 -5.827674 1.257699 -0.01 0.00 0.01
H 2.147933 -5.912726 -1.219554 -0.01 -0.02 0.01
H 0.802026 -4.278745 -2.465789 0.07 -0.04 0.01
H -2.572861 -3.769294 -2.113721 0.13 0.00 0.03
H -3.124052 -2.268098 -2.877272 0.01 0.05 0.02
H -3.335517 -2.492558 -1.130815 0.02 0.03 -0.03
H -0.623056 -3.022053 -4.005543 -0.04 -0.07 0.15
H 0.821783 -2.034160 -3.667342 0.00 0.03 0.09
H -0.704561 -1.268852 -4.165234 0.02 0.00 0.01
C 3.336242 -1.642391 -0.947732 0.24 -0.09 -0.05
C 2.856940 -0.446243 -1.698134 0.09 0.01 -0.06
N 1.696191 0.176779 -1.479292 -0.55 0.17 0.17
C 1.532873 1.260791 -2.350394 0.22 -0.11 -0.23
C 2.578004 1.445210 -3.192807 0.02 0.06 0.02
S 3.780362 0.262914 -2.938776 -0.23 -0.10 0.29
C 0.263311 1.978456 -2.344023 -0.18 0.21 -0.15
C -0.152414 2.954931 -3.186225 0.04 0.01 0.06
S -1.780760 3.380478 -2.878596 0.05 -0.30 0.30
C -1.867422 2.237776 -1.626577 -0.08 0.10 -0.11
N -0.721745 1.578269 -1.436378 0.22 -0.26 0.21
C -3.100234 1.968776 -0.831670 -0.09 0.20 -0.02
H 2.556370 -2.077828 -0.324637 -0.04 -0.01 -0.03
H 4.211029 -1.404346 -0.335191 -0.04 0.06 0.02
H 3.676564 -2.410991 -1.644319 -0.06 -0.01 0.01
H 2.708967 2.202002 -3.952700 -0.04 -0.01 0.00
H 0.401760 3.434142 -3.980069 -0.02 0.00 0.00
H -3.978016 1.916754 -1.477559 0.01 -0.06 0.00
H -3.301219 2.777259 -0.122695 0.04 -0.03 0.02
H -3.024760 1.019150 -0.293803 -0.03 -0.02 -0.04
```
Positions in Å, forces in eV/Å.



ORCA calculation (wB97M-V/def2-TZVPD) on a structure of composition C3H5N3O at a distorted geometry.

Calculated values
Kohn-Sham gap, eV: 8.5
HOMO energy, eV: -7.73
Relative energy (zero: lowest compared OMol25 entry of this formula, charge and spin), kcal per mole: 42.7

XYZ file:
```
12
Properties=species:S:1:pos:R:3:forces:R:3
N 0.478702 -1.027624 1.818414 0.30 0.01 -0.13
C 0.161275 -0.371051 0.635358 -0.29 0.53 -0.73
N 0.503598 0.857871 0.288201 -0.19 -0.70 0.09
C -0.113912 1.134794 -0.932524 -0.60 -2.00 0.58
O 0.215267 2.328305 -1.397783 2.44 0.28 3.60
C -0.854942 0.056951 -1.328088 0.31 0.29 0.06
N -0.639659 -0.909024 -0.315049 -0.10 -0.13 0.24
H 1.179752 -0.511374 2.340765 -0.21 -0.08 -0.11
H 0.788702 -1.985315 1.677384 -0.12 0.24 0.02
H 0.876402 2.337211 -0.380343 -1.72 1.29 -3.66
H -1.403098 -0.166802 -2.226949 0.02 0.04 0.13
H -1.192087 -1.743942 -0.179386 0.15 0.21 -0.08
```
Positions in Å, forces in eV/Å.



ORCA calculation (wB97M-V/def2-TZVPD) on a cluster of 2 separate species, C2H5N2O2 in total at a distorted geometry.

Calculated values
Total charge: -1
Kohn-Sham gap, eV: 9.2
HOMO energy, eV: -4.79
Relative energy (zero: lowest compared OMol25 entry of this formula, charge and spin), kcal per mole: 12.4

XYZ file:
```
11
Properties=species:S:1:pos:R:3:forces:R:3
N 0.793356 0.485583 -0.666967 -1.01 -1.51 1.87
C 0.819208 -0.826343 -0.902311 -0.46 -0.63 -1.85
N 1.218344 -1.460474 -1.961947 0.90 1.14 -0.18
H 1.165589 1.085316 -1.324367 0.71 1.42 -1.44
H 0.126834 0.812290 0.089181 1.09 0.30 -0.65
H 0.280610 -1.399073 -0.216110 -0.71 -0.51 1.81
H 1.075948 -2.449603 -1.833316 -0.11 -0.19 0.14
O -0.545898 1.833710 1.329303 -2.33 -1.36 0.04
C -1.441594 0.937690 1.632182 2.76 0.35 1.66
O -1.412611 -0.272700 1.295680 -0.87 1.36 0.01
H -2.079786 1.253604 2.558673 0.03 -0.36 -1.42
```
Positions in Å, forces in eV/Å.